# C26H25BN6O4Sc

A molecular structure, C26H25BN6O4Sc in a non-equilibrium geometry (wB97M-V/def2-TZVPD, the OMol25 dataset).

Output
Multiplicity: 1
Maximum force: 1.87 eV/A
LUMO level: -3.233 eV
Energy relative to the best compared isomer or geometry (same formula, charge and spin): 0.0838 eV
Net charge: +1

Positions of all 63 atoms, in Å:
Sc1 -0.94 -1.08 1.74
O1 -3.72 -3.79 3.56
C1 -2.92 -3.17 2.90
N1 -2.53 -1.85 3.00
C2 -3.15 -1.04 3.92
O2 -3.99 -1.30 4.75
C3 -2.68 0.41 3.80
C4 -3.34 1.38 4.54
C5 -2.95 2.71 4.40
C6 -1.90 3.01 3.54
C7 -1.28 1.98 2.86
N2 -1.66 0.70 2.98
C8 -2.21 -3.88 1.75
C9 -2.64 -5.15 1.39
C10 -2.03 -5.78 0.32
C11 -0.99 -5.14 -0.33
C12 -0.60 -3.89 0.10
N3 -1.21 -3.25 1.11
H1 -4.14 1.07 5.20
H2 -3.46 3.49 4.94
H3 -1.56 4.03 3.41
H4 -0.44 2.17 2.20
H5 -3.44 -5.59 1.96
H6 -2.36 -6.76 0.00
H7 -0.48 -5.61 -1.16
H8 0.22 -3.36 -0.37
C13 3.10 2.10 -5.03
C14 3.80 2.65 -3.78
C15 3.32 4.09 -3.51
C16 5.31 2.71 -4.06
C17 3.47 1.78 -2.57
C18 4.45 1.10 -1.84
C19 4.15 0.29 -0.75
C20 2.83 0.18 -0.40
O3 2.24 -0.53 0.62
B1 0.86 -0.31 0.55
O4 0.62 0.56 -0.55
C21 1.84 0.85 -1.11
C22 2.13 1.64 -2.19
H9 3.36 2.71 -5.90
H10 2.02 2.11 -4.92
H11 3.42 1.07 -5.22
H12 3.59 4.73 -4.35
H13 3.79 4.49 -2.61
H14 2.24 4.14 -3.38
H15 5.48 3.35 -4.93
H16 5.70 1.72 -4.30
H17 5.86 3.12 -3.22
H18 5.48 1.20 -2.13
H19 4.93 -0.22 -0.20
H20 1.33 2.14 -2.73
N4 1.45 -2.04 4.32
C23 0.60 -1.78 3.59
H21 2.20 -2.26 4.94
N5 -4.32 0.50 -0.87
C24 -4.04 -0.63 -1.59
C25 -3.03 -1.25 -0.92
N6 -2.70 -0.50 0.20
C26 -3.49 0.55 0.18
H22 -5.02 1.18 -1.11
H23 -4.56 -0.90 -2.49
H24 -2.53 -2.17 -1.16
H25 -3.50 1.34 0.91